Entry 1:
This record from OMol25 describes a cluster of 6 separate species, C35H40F2N8O2S in total at a distorted geometry. The level of theory is wB97M-V/def2-TZVPD.

```
88
Properties=species:S:1:pos:R:3:forces:R:3
C 4.266 -1.462 3.970 -0.948 0.190 -0.440
C 2.760 -1.954 4.499 1.607 -0.145 0.204
S 1.616 -0.496 4.231 -0.604 -0.094 -0.222
C 0.558 -0.686 2.698 -0.545 -1.603 -1.943
C 1.423 -0.656 1.273 1.090 -1.609 -2.878
N 1.437 -1.931 0.477 2.269 5.633 -0.762
C 2.192 -1.820 -0.816 0.305 0.418 -0.616
C 2.238 -3.141 -1.809 1.822 2.077 -2.455
C 2.991 -3.162 -3.291 -0.916 3.590 4.269
C 3.740 -1.768 -3.744 -1.789 0.601 3.326
C 3.688 -0.456 -2.751 -0.960 -2.487 -0.677
C 4.415 0.958 -3.264 4.588 0.739 1.629
O 5.693 1.237 -2.978 -8.410 -1.467 -1.988
N 3.477 1.908 -4.031 3.194 -0.337 0.863
C 4.241 3.074 -4.621 2.023 -0.776 -5.954
O 4.677 2.960 -5.878 -2.914 1.832 8.970
F 4.415 4.288 -3.761 -0.702 -4.487 -2.884
C 2.916 -0.435 -1.267 0.621 -0.893 -1.648
N 2.988 0.860 -0.507 -4.071 -5.783 3.204
C 2.209 0.675 0.766 0.618 -0.115 -1.046
C 2.142 2.004 1.780 0.655 0.292 -0.951
C 0.624 2.624 1.928 0.391 0.563 0.459
F 0.142 2.515 3.356 0.896 -0.061 -3.105
H 4.313 -0.274 4.079 0.062 -2.733 -0.053
H 5.137 -1.984 4.568 -1.787 1.023 -1.410
H 4.281 -1.689 2.813 0.363 0.391 2.340
H 2.852 -2.094 5.681 -0.644 0.202 -2.630
H 2.392 -2.934 3.975 0.703 1.905 1.109
H 0.016 -1.748 2.762 1.338 2.278 -0.444
H -0.335 0.100 2.635 2.357 -1.414 0.534
H 1.679 -4.116 -1.479 1.193 2.221 -0.536
H 2.930 -4.149 -3.919 0.290 2.318 1.266
H 4.282 -1.720 -4.802 -1.252 0.057 2.677
H 3.001 1.326 -4.773 0.717 1.216 0.762
H 2.675 1.794 2.823 -1.582 0.191 -2.233
H 2.795 2.870 1.281 -1.412 -2.107 0.848
H 0.664 3.778 1.706 -0.136 -2.375 0.597
H -0.146 2.135 1.185 1.438 0.755 1.816
N 1.638 -2.014 8.426 0.047 0.024 -0.076
C 2.387 -2.674 9.366 0.019 -0.085 0.098
C 1.869 -3.941 9.510 0.341 0.226 0.159
C 0.773 -4.052 8.621 -0.196 0.199 -0.292
C 0.655 -2.849 7.962 -0.121 -0.066 -0.047
H 1.788 -1.061 8.122 -0.142 -0.363 0.076
H 3.220 -2.185 9.852 -0.122 -0.158 -0.040
H 2.241 -4.704 10.181 -0.049 0.149 -0.114
H 0.139 -4.917 8.476 0.105 0.167 0.015
H -0.043 -2.515 7.206 0.112 -0.063 0.134
N -0.151 0.567 -3.874 0.053 -0.025 -0.071
C -1.228 0.132 -4.601 -0.075 -0.028 -0.036
C -1.947 1.237 -5.000 -0.010 -0.405 -0.083
C -1.276 2.379 -4.502 0.312 0.166 0.181
C -0.168 1.936 -3.813 -0.020 0.135 0.037
H 0.548 -0.028 -3.450 -0.200 0.168 -0.086
H -1.392 -0.924 -4.770 -0.002 0.177 0.039
H -2.855 1.222 -5.588 0.107 0.009 0.113
H -1.568 3.413 -4.633 0.063 -0.179 0.031
H 0.605 2.477 -3.285 -0.126 -0.077 -0.074
N -4.247 0.553 -8.172 -0.111 0.027 -0.045
C -5.120 0.003 -7.270 -0.037 -0.024 0.057
C -6.353 0.584 -7.462 0.146 -0.324 0.251
C -6.221 1.513 -8.522 0.225 0.110 -0.272
C -4.911 1.471 -8.943 0.018 0.057 -0.056
H -3.266 0.317 -8.256 -0.362 0.102 0.038
H -4.789 -0.752 -6.569 -0.097 0.138 -0.097
H -7.252 0.361 -6.901 0.160 0.034 -0.026
H -6.998 2.144 -8.934 0.170 -0.014 0.046
H -4.395 2.015 -9.723 -0.125 -0.074 0.145
N 4.793 0.329 10.392 0.018 -0.027 -0.036
C 5.530 1.481 10.304 0.059 0.134 0.014
C 6.415 1.502 11.358 -0.119 0.213 -0.348
C 6.210 0.318 12.105 -0.213 -0.365 0.029
C 5.205 -0.390 11.484 0.026 -0.052 0.119
H 4.061 0.051 9.751 0.328 0.141 0.282
H 5.360 2.187 9.501 0.052 -0.098 0.162
H 7.133 2.285 11.565 -0.133 -0.131 -0.056
H 6.739 0.013 12.999 -0.107 0.035 -0.163
H 4.747 -1.340 11.727 0.096 0.167 0.011
N -9.850 0.757 -8.332 -0.065 0.011 -0.026
C -10.499 -0.344 -7.837 -0.019 -0.039 0.060
C -11.769 0.041 -7.469 0.219 -0.328 -0.011
C -11.892 1.421 -7.759 0.148 0.340 -0.145
C -10.693 1.837 -8.294 -0.034 0.037 0.034
H -8.898 0.770 -8.674 -0.315 -0.051 0.102
H -10.002 -1.303 -7.786 -0.106 0.157 0.004
H -12.526 -0.603 -7.040 0.142 0.097 -0.079
H -12.762 2.044 -7.595 0.162 -0.095 -0.038
H -10.369 2.806 -8.648 -0.086 -0.155 0.079
```
Positions in Å, forces in eV/Å.

Output
max |F| = 9.61 eV/Å
HOMO level = -8.161 eV
SMILES string = CCSCc1nc2cccc(C(=O)NC(=O)F)c2nc1CCF.c1cc[nH]c1.c1cc[nH]c1.c1cc[nH]c1.c1cc[nH]c1.c1cc[nH]c1
gap between HOMO and LUMO = 6.16 eV
LUMO = -2.0 eV

***

Entry 2:
This record from OMol25 describes a structure of composition C35H40F6IOPPdSb. The level of theory is wB97M-V/def2-TZVPD.

```
86
Properties=species:S:1:pos:R:3:forces:R:3
Pd -0.615 0.570 0.346 0.440 0.239 -0.231
I -1.133 0.288 2.950 -0.107 -0.184 0.117
C -0.041 1.682 4.037 -0.055 0.088 0.131
C -0.762 2.061 5.193 0.115 -0.166 -0.384
C -0.196 2.860 6.146 0.432 0.301 0.217
C 1.130 3.297 5.964 -0.380 -0.013 0.197
C 1.862 2.942 4.825 -0.088 0.011 0.073
C 3.185 3.396 4.753 0.351 0.028 -0.199
C 3.987 3.070 3.659 -0.021 0.172 0.336
C 3.435 2.345 2.630 -0.349 -0.207 -0.117
C 2.095 1.882 2.643 0.181 0.121 -0.065
P 1.626 1.022 1.065 -0.120 -0.908 -0.010
C 2.598 1.845 -0.192 -0.012 0.086 -0.069
C 3.685 1.246 -0.826 0.137 0.069 -0.049
C 4.378 1.951 -1.803 0.004 -0.088 0.043
C 3.990 3.240 -2.142 0.025 0.046 -0.032
C 2.912 3.840 -1.501 -0.061 0.050 0.017
C 2.211 3.143 -0.531 -0.005 0.128 -0.099
C 2.283 -0.657 1.309 0.020 0.129 0.063
C 2.734 -1.102 2.547 0.068 -0.030 0.141
C 3.187 -2.409 2.706 -0.016 0.133 0.056
C 3.216 -3.267 1.620 0.012 -0.060 -0.049
C 2.769 -2.828 0.378 -0.030 0.036 -0.102
C 2.280 -1.540 0.223 0.104 -0.078 0.112
C 1.291 2.135 3.782 -0.183 -0.004 -0.049
H -1.778 1.712 5.330 0.037 -0.036 -0.022
H -0.755 3.135 7.031 0.058 0.037 -0.043
H 1.603 3.926 6.712 -0.073 -0.083 -0.047
H 3.579 3.997 5.565 -0.010 -0.053 -0.057
H 5.021 3.392 3.614 -0.099 -0.001 0.002
H 4.051 2.132 1.767 -0.010 -0.045 -0.036
H 4.012 0.252 -0.554 -0.014 -0.004 0.000
H 5.229 1.494 -2.292 -0.053 0.021 0.020
H 4.535 3.784 -2.904 -0.025 -0.023 0.040
H 2.617 4.849 -1.761 0.027 -0.047 0.015
H 1.368 3.613 -0.035 0.017 -0.006 -0.026
H 2.756 -0.433 3.402 -0.012 -0.084 -0.042
H 3.537 -2.746 3.673 -0.008 0.032 -0.034
H 3.602 -4.274 1.735 -0.032 0.057 -0.012
H 2.832 -3.488 -0.481 -0.035 0.043 0.067
H 1.941 -1.200 -0.746 -0.039 0.028 -0.131
C -1.646 -4.839 -1.002 0.133 0.067 -0.016
C -0.622 -3.755 -1.135 0.076 -0.447 -0.042
C 0.333 -3.831 -2.287 -0.115 -0.035 0.083
Sb -1.715 -1.511 -1.267 0.363 0.346 0.248
C -2.421 -1.807 -3.426 0.405 -0.164 0.093
C -3.150 -3.115 -3.593 -0.034 0.144 -0.168
C -1.275 -1.542 -4.375 -0.281 0.069 -0.113
C -3.391 -2.082 -0.035 0.114 0.199 -0.170
C -2.879 -2.592 1.316 -0.280 -0.079 -0.058
C -4.405 -0.944 0.105 -0.152 -0.269 0.224
H -1.089 -5.789 -0.970 -0.038 0.063 0.025
H -2.305 -4.920 -1.866 0.066 -0.005 0.029
H -2.242 -4.783 -0.093 0.057 0.016 -0.055
H -0.158 -3.437 -0.190 -0.116 0.148 -0.127
H -0.149 -4.178 -3.201 0.008 0.022 0.040
H 1.089 -4.586 -2.026 -0.044 0.028 -0.023
H 0.869 -2.901 -2.484 -0.008 -0.011 0.045
H -3.109 -0.964 -3.355 -0.001 0.002 0.048
H -2.478 -3.965 -3.695 0.008 0.042 -0.004
H -3.699 -3.038 -4.542 0.017 -0.019 0.047
H -3.898 -3.311 -2.823 0.036 0.018 -0.037
H -0.669 -2.428 -4.551 0.007 -0.011 0.033
H -0.642 -0.714 -4.064 -0.005 0.048 0.037
H -1.715 -1.253 -5.338 0.034 -0.062 0.020
H -3.804 -2.900 -0.630 -0.156 -0.061 0.168
H -2.743 -1.763 2.008 -0.007 0.081 0.024
H -1.949 -3.160 1.281 -0.005 0.036 -0.022
H -3.636 -3.242 1.764 0.034 0.054 0.000
H -3.967 -0.072 0.600 0.007 -0.044 -0.057
H -5.232 -1.290 0.732 0.045 0.016 -0.024
H -4.829 -0.622 -0.843 0.002 -0.116 0.097
C -0.947 2.971 -2.911 0.142 0.092 -0.070
C -1.818 2.091 -2.032 -0.021 -0.049 0.101
O -1.104 0.918 -1.684 -0.794 -0.050 -0.022
C -3.096 1.713 -2.815 0.090 -0.131 -0.234
F -3.897 2.733 -3.040 -0.027 0.118 0.075
F -3.819 0.759 -2.164 0.286 0.192 -0.149
F -2.748 1.192 -4.005 -0.085 -0.130 0.167
C -2.212 2.891 -0.767 -0.129 0.022 -0.627
F -2.819 4.034 -1.036 0.095 -0.120 0.141
F -1.083 3.169 -0.079 0.114 0.201 0.370
F -3.000 2.169 0.049 -0.056 -0.004 0.211
H -0.730 2.455 -3.842 0.030 -0.002 0.006
H -0.010 3.170 -2.394 -0.020 0.023 -0.012
H -1.447 3.912 -3.134 0.014 0.028 -0.045
```
Positions in Å, forces in eV/Å.

Output
max |F| = 0.92 eV/Å
HOMO level (spin up / spin down) = -15.797 / -16.615 eV
total charge = +3
gap between HOMO and LUMO (spin up / spin down) = 6.74 / 4.78 eV
LUMO (spin up / spin down) = -9.1 / -11.8 eV
spin multiplicity = 5